No. 1
Formula: C2H6O2Pr
Source: OMol25
Level of theory: ωB97M-V with the def2-TZVPD basis set

Computed properties:
- HOMO-LUMO gap (alpha / beta) (Ha) = 0.2784 / 0.2355
- energy above the lowest of the compared OMol25 structures with the same formula, charge and spin (kcal/mol) = 74.59
- E_HOMO (alpha / beta) (eV) = -17.96 / -17.95
- spin multiplicity = 4
- LUMO level (alpha / beta) (eV) = -10.38 / -11.54
- net charge = +2

Geometry (Å):
C (-1.09489, -0.60460, 0.00425)
C (-1.18489, 0.90324, 0.09868)
O (-0.00763, 1.55887, 0.15319)
H (-1.31796, -1.78238, -0.08178)
H (-0.83326, -0.73595, -1.06161)
H (-0.88295, -0.87563, 1.05417)
H (-1.79624, 1.26243, 0.96981)
H (-1.77693, 1.37187, -0.73258)
O (2.95982, -0.93473, 0.04497)
H (3.49238, -1.38731, -0.60882)
Pr (2.44254, 1.22420, 0.15970)

Atoms 1-6, force components in eV/Å:
0.0 -2.5 -0.2
-3.0 4.3 0.3
4.7 -1.1 0.0
-0.8 1.4 0.1
0.7 -0.2 0.1
0.7 -0.2 -0.1

Atomic partial charges in e from the Mulliken method, atoms 1 to 8:
1. C -0.47
2. C -0.44
3. O -0.67
4. H 0.44
5. H 0.41
6. H 0.42
7. H 0.33
8. H 0.33

---

No. 2
Formula: C5H6O
Source: OMol25
Level of theory: ωB97M-V with the def2-TZVPD basis set

Computed properties:
- HOMO-LUMO gap (Ha) = 0.3379
- energy above the lowest of the compared OMol25 structures with the same formula, charge and spin (kcal/mol) = 94.36
- E_HOMO (eV) = -8.39
- spin multiplicity = 1
- LUMO level (eV) = 0.81

Geometry (Å):
C (2.37965, 0.32332, -0.07322)
C (-1.87757, -0.51538, 1.04530)
C (-1.55502, -0.76070, -0.40463)
O (-2.13842, 0.70106, 1.33598)
C (-0.12160, -0.46710, -0.39101)
C (1.00345, -0.08063, -0.22451)
H (-2.12471, 1.38170, 0.59888)
H (-1.73496, -1.78752, -0.70487)
H (-2.05752, -0.05815, -1.09538)
H (3.01971, -0.55941, 0.07682)
H (2.72707, 0.86304, -0.95322)
H (2.47989, 0.95978, 0.78981)

Atoms 1-6, force components in eV/Å:
0.6 -0.4 -0.1
-0.2 -1.2 0.3
0.3 0.6 -0.3
-0.2 1.4 -0.2
0.3 0.3 -0.1
-0.6 -0.4 -0.2

Atomic partial charges in e from the natural (NBO) method, atoms 1 to 8:
1. C -0.69
2. C 0.32
3. C -0.61
4. O -0.63
5. C -0.05
6. C 0.03
7. H 0.44
8. H 0.25

---

No. 3
Formula: C31H21BBr2Cl60NO2
Source: OMol25
Level of theory: ωB97M-V with the def2-TZVPD basis set

Computed properties:
- HOMO-LUMO gap (Ha) = 0.2374
- E_HOMO (eV) = -5.47
- spin multiplicity = 1
- LUMO level (eV) = 0.99
- net charge = -1

Geometry (Å):
C (-2.64154, -2.96806, 3.15808)
C (-3.09944, -1.97668, 1.96456)
Br (-4.86641, -1.12563, 2.19452)
C (-2.27540, -1.69627, 0.81977)
Br (-0.49528, -2.64829, 0.82742)
B (-2.67975, -0.67308, -0.39493)
C (-4.08832, -1.02426, -1.17398)
C (-4.40135, -2.57364, -1.35893)
O (-4.63787, -3.40753, -0.44968)
C (-1.44661, -0.53983, -1.51068)
C (-1.31679, -1.82326, -2.47491)
C (0.27623, -2.07118, -2.67072)
N (1.16782, -1.10272, -3.35214)
O (0.84053, -3.11850, -2.21434)
C (-2.80957, 0.86121, 0.26882)
C (-1.66954, 1.16250, 1.34909)
C (-1.85954, 0.99172, 2.90049)
C (-0.71603, 1.34218, 3.88474)
C (0.66567, 1.88382, 3.39728)
C (1.84829, 2.28015, 4.41429)
C (0.88667, 2.04798, 1.85124)
C (-0.27786, 1.68084, 0.89429)
H (-1.93183, -2.33803, 3.80749)
H (-3.54003, -3.27641, 3.81291)
H (-2.17064, -3.93199, 2.77755)
H (-4.93515, -0.46029, -0.62510)
H (-4.02773, -0.53384, -2.21653)
H (-4.43290, -2.96286, -2.45350)
H (-0.43384, -0.31702, -1.03175)
H (-1.71693, 0.35817, -2.17197)
H (-1.78441, -1.70193, -3.50937)
H (-1.68592, -2.77255, -1.92982)
H (0.68092, -0.76389, -4.19460)
H (1.34461, -0.30381, -2.72039)
H (-2.62703, 1.60363, -0.59982)
H (-3.85509, 1.08471, 0.66968)
H (-2.86635, 0.59656, 3.29169)
H (-0.84397, 1.21948, 5.00882)
H (2.46950, 1.34540, 4.63332)
H (2.47555, 3.10981, 3.94084)
H (1.35004, 2.68335, 5.35965)
H (1.87179, 2.43002, 1.43401)
H (-0.07650, 1.82838, -0.23088)
C (3.51193, -6.11690, -3.15499)
Cl (5.12771, -5.66801, -2.55999)
Cl (2.92146, -7.53003, -2.25248)
Cl (2.39583, -4.75455, -2.91954)
Cl (3.61041, -6.52023, -4.88533)
C (6.07371, 1.14364, 3.81216)
Cl (5.43689, 1.53866, 5.42316)
Cl (4.87750, 1.58741, 2.57666)
Cl (7.57704, 2.04841, 3.53199)
Cl (6.40428, -0.59908, 3.71716)
C (-0.73383, 3.14436, -4.16886)
Cl (-2.45399, 3.01559, -4.59252)
Cl (0.19503, 1.94515, -5.09416)
Cl (-0.14746, 4.77668, -4.56009)
Cl (-0.52834, 2.84231, -2.43137)
C (-1.91140, 5.13492, 2.71529)
Cl (-0.68354, 3.85476, 2.56166)
Cl (-1.14587, 6.72796, 2.49962)
Cl (-3.16414, 4.90773, 1.47292)
Cl (-2.65815, 5.05169, 4.32909)
C (4.39428, -9.28551, 1.50913)
Cl (5.03906, -8.16805, 0.28987)
Cl (5.69473, -9.76461, 2.62234)
Cl (3.09951, -8.48266, 2.42210)
Cl (3.74315, -10.72947, 0.70311)
C (-7.13131, -0.75509, 5.98104)
Cl (-7.76089, -0.33138, 7.58868)
Cl (-8.33471, -0.33335, 4.74397)
Cl (-5.63054, 0.14250, 5.67650)
Cl (-6.80136, -2.49914, 5.91571)
C (-3.71281, -6.09457, -4.22647)
Cl (-2.35849, -4.99029, -3.91213)
Cl (-4.32867, -6.72624, -2.68583)
Cl (-5.01078, -5.22018, -5.06931)
Cl (-3.15179, -7.44157, -5.24035)
C (8.84713, 5.50537, 1.89065)
Cl (7.12511, 5.38276, 1.47400)
Cl (9.76864, 4.30480, 0.96019)
Cl (9.43651, 7.13592, 1.50182)
Cl (9.05919, 5.19751, 3.62740)
C (1.30101, -3.51653, 4.65360)
Cl (3.05642, -3.24790, 4.74170)
Cl (0.50954, -2.05801, 4.02672)
Cl (0.96575, -4.88510, 3.57144)
Cl (0.67572, -3.87963, 6.27824)
C (-4.88113, 3.04937, 8.87340)
Cl (-4.12899, 4.43130, 8.04629)
Cl (-6.62509, 3.03612, 8.53663)
Cl (-4.15253, 1.54042, 8.28532)
Cl (-4.61780, 3.19328, 10.62443)
C (1.63387, 3.00090, -8.74506)
Cl (2.04585, 1.53125, -7.83490)
Cl (0.68182, 4.08770, -7.71260)
Cl (3.13031, 3.81830, -9.25495)
Cl (0.68195, 2.56250, -10.17968)
C (0.70226, 7.82679, -9.32092)
Cl (1.93383, 6.55834, -9.49261)
Cl (1.45960, 9.42157, -9.52571)
Cl (-0.55306, 7.60417, -10.55824)
Cl (-0.03280, 7.72354, -7.70664)
C (2.14621, -10.16747, -5.55657)
Cl (0.84767, -9.12990, -4.93678)
Cl (3.22913, -9.20661, -6.58583)
Cl (3.06621, -10.84055, -4.19391)
Cl (1.44491, -11.49345, -6.51037)
C (-4.46984, 6.51542, 12.78953)
Cl (-2.85364, 6.94919, 13.38672)
Cl (-5.07190, 5.10252, 13.68415)
Cl (-5.57721, 7.88417, 13.03062)
Cl (-4.37721, 6.12472, 11.06058)
C (6.29420, 4.13739, -12.12890)
Cl (6.69937, 2.66842, -11.21645)
Cl (5.34617, 5.23103, -11.09877)
Cl (7.78959, 4.95088, -12.63727)
Cl (5.34075, 3.70025, -13.56252)

Atoms 1-6, force components in eV/Å:
-1.2 1.1 0.1
3.3 -1.0 -1.9
1.2 -0.7 -0.1
-2.9 -1.1 3.6
-1.5 0.7 -0.1
1.3 0.5 0.0

Atomic partial charges in e from the Mulliken method, atoms 1 to 8:
1. C -0.57
2. C 0.07
3. Br -0.22
4. C 0.69
5. Br -0.22
6. B -1.37
7. C -0.13
8. C 0.13

---

No. 4
Formula: C7H16FNaO4
Source: OMol25
Level of theory: ωB97M-V with the def2-TZVPD basis set

Computed properties:
- HOMO-LUMO gap (Ha) = 0.2455
- E_HOMO (eV) = -6.62
- spin multiplicity = 1
- LUMO level (eV) = 0.06

Geometry (Å):
F (3.63870, -1.65364, -0.08692)
C (3.06518, 1.27758, -0.25456)
O (2.17672, 0.21138, -0.54643)
C (2.32936, -0.98043, 0.09916)
C (1.27171, -2.02317, -0.16703)
O (0.00943, -1.45987, 0.07336)
C (-1.09144, -2.25427, -0.32496)
C (-2.35215, -1.48701, -0.01995)
O (-2.32756, -0.27100, -0.73922)
C (-3.44566, 0.55632, -0.48970)
H (3.10780, 1.89562, -1.15596)
H (2.59167, 1.88881, 0.52347)
H (4.07719, 0.92846, -0.01246)
H (2.39627, -0.74952, 1.17708)
H (1.44253, -2.88308, 0.49876)
H (1.37913, -2.39783, -1.19898)
H (-1.10024, -3.21131, 0.22016)
H (-1.02630, -2.47355, -1.40492)
H (-2.42107, -1.28573, 1.06272)
H (-3.22593, -2.09331, -0.31145)
H (-3.35529, 1.43809, -1.13441)
H (-4.38242, 0.02352, -0.71655)
H (-3.46171, 0.88232, 0.56302)
O (0.18591, 2.90009, -0.36539)
C (0.16934, 3.07376, 0.99914)
Na (-0.18696, 0.75094, -0.67430)
H (-0.30428, 4.03505, 1.30648)
H (-0.35346, 2.31038, 1.62968)
H (1.19354, 3.05137, 1.45018)

Atoms 1-6, force components in eV/Å:
-1.8 1.0 -0.6
0.2 0.9 0.2
-0.4 -2.0 -1.5
1.9 0.3 2.4
0.4 -0.5 -0.6
-0.1 0.4 0.0

Atomic partial charges in e from the natural (NBO) method, atoms 1 to 8:
1. F -0.40
2. C -0.27
3. O -0.55
4. C 0.47
5. C -0.11
6. O -0.56
7. C -0.08
8. C -0.08

---

No. 5
Formula: C4H16N2O2
Source: OMol25
Level of theory: ωB97M-V with the def2-TZVPD basis set

Computed properties:
- HOMO-LUMO gap (Ha) = 0.3374
- energy above the lowest of the compared OMol25 structures with the same formula, charge and spin (kcal/mol) = 25.43
- SMILES = CNC[C@@H](C)N.O.O
- E_HOMO (eV) = -8.69
- spin multiplicity = 1
- LUMO level (eV) = 0.49

Geometry (Å):
C (-2.40781, -1.00645, 1.30513)
N (-1.18013, -0.34214, 0.98380)
C (-0.21600, -1.02398, 0.10231)
C (1.21975, -0.93980, 0.65013)
C (2.11221, -1.73188, -0.29897)
N (1.82258, 0.40256, 0.64944)
H (-2.39538, -2.06331, 1.01565)
H (-2.72064, -0.90993, 2.34763)
H (-3.28304, -0.56553, 0.80129)
H (-0.64027, 0.06086, 1.73404)
H (-0.48062, -2.08902, 0.20257)
H (-0.27823, -0.70806, -0.93537)
H (1.14138, -1.33940, 1.66356)
H (3.13374, -1.37514, -0.35128)
H (1.66463, -1.71159, -1.29788)
H (2.15190, -2.81073, -0.10167)
H (1.41169, 0.99544, 1.36510)
H (1.54479, 0.94083, -0.15750)
O (-0.86109, 1.79733, -2.62453)
H (-0.63316, 2.53296, -3.18796)
H (-1.11816, 0.97986, -3.04488)
O (-0.12856, 2.24645, -0.03822)
H (-0.76139, 1.71633, 0.46552)
H (-0.18972, 1.87380, -0.93778)

Atoms 1-6, force components in eV/Å:
-1.1 0.1 0.0
1.1 0.8 -0.6
-0.7 -0.7 1.6
0.3 0.8 -1.4
-0.4 -1.5 -0.3
-0.2 0.2 1.2

Atomic partial charges in e from the natural (NBO) method, atoms 1 to 8:
1. C -0.41
2. N -0.67
3. C -0.22
4. C -0.07
5. C -0.61
6. N -0.83
7. H 0.18
8. H 0.20

---

No. 6
Formula: C11H20N2
Source: OMol25
Level of theory: ωB97M-V with the def2-TZVPD basis set

Computed properties:
- HOMO-LUMO gap (Ha) = 0.3473
- energy above the lowest of the compared OMol25 structures with the same formula, charge and spin (kcal/mol) = 0.00
- SMILES = CC1(C)CCN(C(C)(C)C)[C@H]1C#N
- E_HOMO (eV) = -8.77
- spin multiplicity = 1
- LUMO level (eV) = 0.68

Geometry (Å):
C (-1.35436, -1.05017, -2.16636)
C (-0.18372, -1.51788, -1.21633)
C (0.03229, -2.99265, -1.27900)
C (1.09320, -0.70546, -1.48933)
C (0.90736, 0.78118, -1.03690)
N (-0.11210, 0.66252, -0.00340)
C (0.23255, 1.43077, 1.24105)
C (0.24307, 2.87734, 0.88257)
C (-0.88098, 1.23815, 2.28211)
C (1.56961, 0.98858, 1.83457)
C (-0.47968, -0.95494, 0.17413)
C (-1.87712, -1.02546, 0.63684)
N (-2.99071, -1.18233, 0.78493)
H (-2.07009, -1.94915, -2.24868)
H (-1.09070, -0.94393, -3.31370)
H (-1.89136, -0.18655, -1.84022)
H (-0.59841, -3.44605, -0.46056)
H (1.12379, -3.47338, -1.33892)
H (-0.38439, -3.51319, -2.15864)
H (1.34323, -0.74024, -2.66418)
H (2.03053, -1.06626, -1.02135)
H (1.88649, 1.19540, -0.68324)
H (0.39416, 1.29553, -1.90798)
H (0.84101, 3.05480, -0.00774)
H (-0.83292, 2.99262, 0.60024)
H (0.50277, 3.28685, 1.83741)
H (-1.26891, 0.20449, 2.46369)
H (-1.71610, 1.84544, 1.92347)
H (-0.52043, 1.75548, 3.24820)
H (2.23232, 0.63284, 1.06992)
H (2.04963, 1.77733, 2.41251)
H (1.54974, 0.09902, 2.59165)
H (0.22023, -1.37068, 0.85322)

Atoms 1-6, force components in eV/Å:
0.1 -2.8 -2.5
0.0 2.5 -1.1
0.6 -3.3 0.2
1.9 0.8 -3.3
-1.2 -1.7 -1.5
-0.8 -1.9 1.4

Atomic partial charges in e from the natural (NBO) method, atoms 1 to 8:
1. C -0.62
2. C -0.10
3. C -0.63
4. C -0.38
5. C -0.25
6. N -0.45
7. C 0.13
8. C -0.62